[1]
The following is a quantum chemistry calculation of a structure of composition C3H2CeLiO3, from OMol25.

```
10
Properties=species:S:1:pos:R:3
H -2.78 0.44 -2.48
O 0.04 1.19 0.32
C 1.26 0.61 0.33
C -1.02 0.43 0.33
O 2.26 1.32 0.29
O 1.34 -0.66 0.35
C -2.02 -0.21 0.10
Ce 3.95 -0.42 0.20
H -2.95 -0.77 0.16
Li -0.08 -1.94 0.40
```

Output
- Charge: +3
- 2S+1: 3
- HOMO (alpha / beta): -0.689 / -0.784 Ha
- Electronic energy: -822.55837 Eh
- <S²>: 2.025

Charge distribution, natural (NBO) scheme, values in e: H 0.14; O -0.38; C 1.02; C 0.21; O -0.73; O -0.92; C -0.23; Ce 2.60; H 0.31; Li 0.98

[2]
The following is a quantum chemistry calculation of the molecule C3H2Cl2F2, from OMol25.

```
9
Properties=species:S:1:pos:R:3
C -0.33 0.57 -1.01
C -1.44 -0.02 -0.59
F -2.22 0.43 0.36
C -2.04 -1.44 -1.16
F -1.11 -2.45 -0.97
Cl -2.28 -1.42 -2.88
Cl -3.54 -1.87 -0.30
H 0.13 1.48 -0.70
H 0.09 0.30 -1.92
```

Output
- Charge: 0
- HOMO: -0.386 Ha
- Energy relative to the best compared isomer or geometry (same formula, charge and spin): 15.5 kcal/mol
- Electronic energy: -1235.57790 Eh
- SMILES: C=C(F)C(F)(Cl)Cl

Charge distribution, natural (NBO) scheme, values in e: C -0.47; C 0.38; F -0.30; C 0.22; F -0.33; Cl 0.04; Cl 0.02; H 0.23; H 0.22

[3]
The following is a quantum chemistry calculation of a cluster of 2 separate species, C3H2Cl2F2 in total, from OMol25.

```
9
Properties=species:S:1:pos:R:3
C -2.11 0.08 0.21
C -1.12 -0.76 0.04
C 1.92 0.36 -0.20
F -0.83 -2.03 -0.05
F 2.33 0.19 -1.48
Cl 2.75 -0.73 0.82
Cl 2.03 2.01 0.32
H -3.18 -0.08 -0.29
H -1.80 0.97 0.64
```

Output
- Charge: 0
- HOMO (alpha / beta): -0.342 / -0.331 Ha
- Energy relative to the best compared isomer or geometry (same formula, charge and spin): 113.4 kcal/mol
- Electronic energy: -1235.42189 Eh

Charge distribution, natural (NBO) scheme, values in e: C -0.63; C 0.48; C 0.25; F -0.30; F -0.32; Cl 0.04; Cl 0.02; H 0.23; H 0.24

Number 1: largest force on an atom 0.0507 hartree/bohr. Number 2: largest force on an atom 0.0451 hartree/bohr. Number 3: largest force on an atom 0.0838 hartree/bohr.